This record from OMol25 describes a structure of composition C56H55BiBrN3OP3Si. The level of theory is ωB97M-V/def2-TZVPD.

## Properties
Maximum force, eV Å⁻¹: 0.30
LUMO energy, eV: -2.60
Charge: +1
ΔE to the lowest compared entry with this formula, charge and spin, kcal per mole: 78.35

Atoms and positions in Å:
Bi (-0.30768, -0.06483, -1.09035)
C (-1.70207, -0.27341, 2.03694)
P (-1.37610, 1.51226, 1.56082)
C (-2.57531, 2.37057, 2.62379)
C (-3.84164, 2.61238, 2.09730)
C (-4.83623, 3.17285, 2.88755)
C (-4.56694, 3.50343, 4.20641)
C (-3.30647, 3.26106, 4.73940)
C (-2.31740, 2.69186, 3.95543)
C (0.27447, 2.04754, 2.13984)
C (1.39326, 1.06949, 1.90509)
C (3.27394, 2.14984, 3.29628)
C (2.98656, 3.48422, 2.73947)
C (1.80153, 4.01834, 2.41110)
C (0.50121, 3.35550, 2.34022)
C (-2.62827, -0.81479, 0.99697)
C (-3.96440, -1.12071, 1.04863)
C (-4.39560, -1.33680, -0.29449)
C (-3.29515, -1.17127, -1.09393)
C (-3.14074, -1.11579, -2.58533)
P (-2.20268, 0.43068, -2.90465)
C (-3.32969, 1.80581, -2.61352)
C (-4.50259, 1.89550, -3.36480)
C (-5.37330, 2.95156, -3.16384)
C (-5.07257, 3.93051, -2.22458)
C (-3.90283, 3.85290, -1.48605)
C (-3.03301, 2.78638, -1.67501)
C (-1.63254, 0.53990, -4.60183)
C (-1.53187, 1.78680, -5.21889)
C (-0.94544, 1.89198, -6.46945)
C (-0.45410, 0.76025, -7.10606)
C (-0.55756, -0.48261, -6.49711)
C (-1.13968, -0.59453, -5.24421)
N (-2.20331, -0.87757, -0.30472)
H (-2.16286, -0.31725, 3.02379)
H (-0.77631, -0.85128, 2.09238)
H (-4.05565, 2.34053, 1.07190)
H (-5.81971, 3.34999, 2.47227)
H (-5.33802, 3.94611, 4.82257)
H (-3.09680, 3.51273, 5.77059)
H (-1.33807, 2.49949, 4.37803)
H (0.93421, 0.08063, 1.81141)
H (4.32104, 1.94742, 3.48692)
H (3.84860, 4.14038, 2.69280)
H (1.79047, 5.07310, 2.16071)
H (-0.35383, 4.02550, 2.36441)
H (-4.57183, -1.14641, 1.93847)
H (-5.39412, -1.56919, -0.62694)
H (-4.10992, -1.06764, -3.08232)
H (-2.57327, -1.95817, -2.99083)
H (-4.73102, 1.14636, -4.11365)
H (-6.28303, 3.01775, -3.74462)
H (-5.75304, 4.75774, -2.07399)
H (-3.66678, 4.61685, -0.75730)
H (-2.13230, 2.71903, -1.07660)
H (-1.91671, 2.67164, -4.72675)
H (-0.87617, 2.85814, -6.95074)
H (0.00229, 0.84630, -8.08293)
H (-0.18425, -1.36608, -6.99797)
H (-1.20494, -1.55943, -4.76426)
N (2.00908, 1.35721, 0.59513)
C (2.43499, 0.92954, 3.01016)
C (2.34240, 1.66446, 4.38973)
C (2.94831, 1.02475, 5.54638)
C (3.77509, -0.02615, 5.40498)
C (3.80283, -0.76152, 4.16174)
C (3.06546, -0.40232, 3.08865)
P (2.47955, -1.66980, 1.88130)
C (1.00508, -2.27163, 2.79959)
C (0.22033, -3.25567, 2.19574)
C (-0.95615, -3.69053, 2.78202)
C (-1.37623, -3.14133, 3.98724)
C (-0.60011, -2.17443, 4.60549)
C (0.58550, -1.74404, 4.02075)
C (3.66130, -3.03993, 2.08766)
C (4.75452, -3.06883, 1.22174)
C (5.70353, -4.07418, 1.31661)
C (5.55698, -5.07530, 2.26677)
C (4.46601, -5.06369, 3.12332)
C (3.52389, -4.04879, 3.03841)
H (2.29422, 2.33193, 0.57513)
H (2.85345, 0.80181, 0.48961)
H (1.48836, 2.30810, 4.55559)
H (2.72471, 1.42764, 6.52550)
H (4.27469, -0.45081, 6.26477)
H (4.27039, -1.73811, 4.17841)
H (0.54471, -3.69283, 1.25782)
H (-1.54766, -4.45586, 2.29728)
H (-2.29793, -3.47529, 4.44477)
H (-0.91177, -1.75139, 5.55203)
H (1.17929, -1.00068, 4.53412)
H (4.85952, -2.29765, 0.46649)
H (6.54975, -4.08465, 0.64282)
H (6.28890, -5.86897, 2.33407)
H (4.34833, -5.84509, 3.86215)
H (2.67795, -4.04243, 3.71467)
Br (3.93711, 0.71068, -5.60120)
C (2.81559, 1.64027, -4.40986)
C (2.97913, 2.99530, -4.18390)
C (2.10754, 3.62308, -3.30712)
C (1.11583, 2.87180, -2.70260)
N (0.96744, 1.56584, -2.92355)
C (1.80185, 0.95538, -3.75823)
H (3.76373, 3.54589, -4.68442)
H (2.19214, 4.68142, -3.10546)
H (0.40731, 3.33086, -2.02132)
H (1.63711, -0.10091, -3.92428)
C (1.30010, -4.02463, -1.53886)
Si (0.60062, -3.04362, -2.95653)
C (1.90979, -2.78268, -4.26379)
C (-0.81445, -4.03180, -3.67806)
O (0.05627, -1.56725, -2.45816)
H (1.74416, -4.95201, -1.90666)
H (0.49585, -4.29714, -0.85179)
H (2.06880, -3.48237, -0.98324)
H (2.22673, -3.74301, -4.67550)
H (2.79860, -2.29650, -3.85552)
H (1.54332, -2.17534, -5.09485)
H (-0.42139, -4.97861, -4.05622)
H (-1.33066, -3.54921, -4.50885)
H (-1.55560, -4.27251, -2.91241)


This record from OMol25 describes a structure of composition C56H55GeIrN6O2PS. The level of theory is ωB97M-V/def2-TZVPD.

## Properties
Maximum force, eV Å⁻¹: 3.17
LUMO energy, eV: -3.74
Charge: +1
ΔE to the lowest compared entry with this formula, charge and spin, kcal per mole: 40.37

Atoms and positions in Å:
Ir (0.29738, 0.77644, 1.70707)
C (-0.75042, 6.65484, 2.38853)
C (-1.37673, 6.12047, 3.51162)
C (-1.38653, 4.75627, 3.72430)
C (-0.75124, 3.90739, 2.81120)
C (-0.12795, 4.44207, 1.69702)
C (-0.12528, 5.81172, 1.48686)
N (-0.69355, 2.49655, 3.01129)
N (-1.29175, 2.04563, 3.96892)
C (-1.28322, 0.69026, 4.14479)
C (-2.00198, 0.13016, 5.20494)
C (-1.95609, -1.23049, 5.41881)
C (-1.18601, -2.03212, 4.57640)
C (-0.48071, -1.46421, 3.52242)
C (-0.54401, -0.10249, 3.27871)
H (-0.76317, 7.72414, 2.21777)
H (-1.85177, 6.77487, 4.23097)
H (-1.86943, 4.31988, 4.58581)
H (0.32374, 3.76663, 0.98316)
H (0.36524, 6.22063, 0.61226)
H (-2.58317, 0.79057, 5.83788)
H (-2.50980, -1.67003, 6.23893)
H (-1.13663, -3.10218, 4.74201)
H (0.10920, -2.10183, 2.87289)
C (-0.28410, -0.24972, -4.52922)
C (0.22261, 1.04985, -4.00068)
C (1.20945, 1.79315, -4.56823)
C (1.52060, 3.04802, -3.99179)
N (0.88037, 3.52916, -2.94965)
C (-0.10415, 2.79003, -2.36214)
S (-0.99240, 3.30796, -1.04993)
N (-0.37779, 1.54043, -2.89110)
C (2.61599, 3.88649, -4.57503)
H (0.43685, -0.70982, -5.20157)
H (-1.20768, -0.07877, -5.08710)
H (-0.51695, -0.93418, -3.71207)
H (1.72388, 1.44887, -5.45528)
H (-1.08993, 1.00109, -2.41898)
H (2.57000, 3.88093, -5.66468)
H (3.58951, 3.47587, -4.29015)
H (2.54314, 4.90287, -4.19686)
C (3.28642, -0.37763, 2.87420)
P (2.24921, 1.12001, 2.96905)
C (2.26478, 1.38367, 4.78016)
C (3.03013, 2.37604, 5.39118)
C (3.14450, 2.41575, 6.77502)
C (2.50271, 1.47171, 7.56215)
C (1.72042, 0.49347, 6.96378)
C (1.60114, 0.44730, 5.58343)
C (3.34169, 2.44507, 2.38858)
C (2.87112, 3.75426, 2.46714)
C (3.64885, 4.81144, 2.02362)
C (4.93040, 4.57368, 1.54046)
C (5.40941, 3.27330, 1.47116)
C (4.61467, 2.21056, 1.88148)
H (4.16749, -0.26986, 3.50437)
H (3.57964, -0.57297, 1.84073)
H (2.69097, -1.21961, 3.23158)
H (3.54838, 3.11740, 4.80027)
H (3.75422, 3.18333, 7.23505)
H (2.60971, 1.50089, 8.63920)
H (1.21234, -0.24622, 7.57105)
H (0.99337, -0.32017, 5.12311)
H (1.89549, 3.94901, 2.89163)
H (3.25436, 5.81921, 2.06371)
H (5.55942, 5.39977, 1.23440)
H (6.40835, 3.08080, 1.09859)
H (5.00254, 1.20138, 1.81227)
C (1.85106, -1.61764, -0.48776)
C (2.22983, -0.18914, -0.63935)
N (1.69281, 0.87620, -0.04710)
C (2.39059, 1.98985, -0.49673)
C (3.34963, 1.59188, -1.35822)
N (3.23653, 0.21645, -1.43780)
H (0.90404, -1.71397, 0.03926)
H (2.61509, -2.16681, 0.07033)
H (1.74623, -2.09673, -1.46383)
H (2.12580, 2.98921, -0.18958)
H (4.09356, 2.14975, -1.90389)
H (3.80620, -0.39737, -1.99130)
O (-0.96056, -1.62301, 0.65876)
C (-1.73298, -0.69156, 0.40599)
O (-1.41746, 0.54459, 0.59855)
C (-3.11792, -0.89802, -0.15504)
C (-3.49711, -2.35281, -0.44482)
Ge (-2.77111, -3.16660, -2.08513)
C (-3.61192, -4.89098, -2.51323)
C (-4.95045, -4.91356, -2.91674)
C (-5.53295, -6.08192, -3.38882)
C (-4.78128, -7.24843, -3.46625)
C (-3.45446, -7.24437, -3.05843)
C (-2.87391, -6.07231, -2.58272)
C (-3.18908, -2.10518, -3.68723)
C (-2.92491, -2.69397, -4.93090)
C (-3.25094, -2.04669, -6.11662)
C (-3.86124, -0.79757, -6.08216)
C (-4.16137, -0.21343, -4.85865)
C (-3.83118, -0.86579, -3.67324)
C (-0.87107, -3.66039, -1.95252)
C (-0.03081, -3.72014, -3.06481)
C (1.23260, -4.30056, -2.97503)
C (1.66274, -4.84582, -1.77250)
C (0.83846, -4.78912, -0.65345)
C (-0.41780, -4.19969, -0.74477)
H (-3.20224, -0.26167, -1.03610)
H (-3.79702, -0.46958, 0.58687)
H (-4.58480, -2.42695, -0.51503)
H (-3.18632, -2.97665, 0.39649)
H (-5.54063, -4.00165, -2.88058)
H (-6.56727, -6.07991, -3.71140)
H (-5.22689, -8.15734, -3.85245)
H (-2.86315, -8.14972, -3.12289)
H (-1.83331, -6.08088, -2.27792)
H (-2.49042, -3.68934, -4.96555)
H (-3.04142, -2.52475, -7.06669)
H (-4.11506, -0.28924, -7.00418)
H (-4.66378, 0.74541, -4.82411)
H (-4.10504, -0.39995, -2.73431)
H (-0.37263, -3.33870, -4.02196)
H (1.87295, -4.34648, -3.84917)
H (2.62861, -5.33536, -1.71311)
H (1.15721, -5.23463, 0.28284)
H (-1.06071, -4.16586, 0.12746)


Which of these has the lowest LUMO energy?
C56H55GeIrN6O2PS